Record 1
Density functional theory data (ωB97M-V with the def2-TZVPD basis set) for a 10-piece molecular cluster, C40H80O10 overall at a distorted geometry.

```
130
Properties=species:S:1:pos:R:3:mulliken_spin:R:1
C -0.074 1.105 5.458 0.00
C -0.686 -0.183 5.010 0.00
C -2.059 -0.147 5.699 0.00
O -2.191 1.138 6.341 0.00
C -1.244 1.994 5.814 0.00
H 0.530 1.619 4.711 0.00
H 0.562 0.931 6.326 0.00
H -0.036 -1.025 5.249 0.00
H -0.925 -0.181 3.947 0.00
H -2.073 -0.869 6.515 0.00
H -2.847 -0.342 4.970 0.00
H -0.921 2.706 6.575 0.00
H -1.554 2.561 4.936 0.00
C -0.140 0.776 -6.571 0.00
C 0.166 -0.269 -5.570 0.00
C -1.174 -0.954 -5.571 0.00
O -1.529 -1.031 -6.945 0.00
C -0.977 0.066 -7.637 0.00
H 0.722 1.173 -7.107 0.00
H -0.717 1.597 -6.144 0.00
H 0.505 0.129 -4.614 0.00
H 1.002 -0.888 -5.897 0.00
H -1.912 -0.403 -4.987 0.00
H -1.103 -1.959 -5.156 0.00
H -1.760 0.683 -8.079 0.00
H -0.326 -0.242 -8.456 0.00
C 2.947 -1.314 3.909 0.00
C 3.361 -2.729 3.460 0.00
C 3.460 -3.550 4.696 0.00
O 3.049 -2.701 5.719 0.00
C 3.239 -1.388 5.385 0.00
H 1.889 -1.136 3.713 0.00
H 3.545 -0.547 3.416 0.00
H 4.261 -2.848 2.856 0.00
H 2.569 -3.063 2.790 0.00
H 4.486 -3.905 4.787 0.00
H 2.787 -4.406 4.652 0.00
H 4.260 -1.104 5.638 0.00
H 2.637 -0.755 6.037 0.00
C -4.788 4.594 -1.528 0.00
C -3.351 4.317 -0.980 0.00
C -3.184 2.791 -1.138 0.00
O -4.488 2.320 -1.481 0.00
C -5.166 3.306 -2.232 0.00
H -4.793 5.490 -2.150 0.00
H -5.534 4.737 -0.746 0.00
H -3.327 4.493 0.095 0.00
H -2.548 4.907 -1.421 0.00
H -2.744 2.293 -0.275 0.00
H -2.448 2.592 -1.918 0.00
H -6.230 3.144 -2.407 0.00
H -4.862 3.342 -3.278 0.00
C 0.449 3.352 -3.198 0.00
C -0.510 4.235 -3.992 0.02
C 0.429 4.738 -5.096 0.01
O 1.705 4.963 -4.467 0.67
C 1.707 4.232 -3.264 0.04
H 0.638 2.391 -3.677 0.01
H 0.113 3.234 -2.168 0.00
H -0.803 5.061 -3.345 0.00
H -1.453 3.779 -4.294 0.00
H 0.066 5.570 -5.700 0.03
H 0.583 3.923 -5.803 0.09
H 1.583 4.979 -2.480 0.11
H 2.622 3.684 -3.040 0.03
C 0.355 -1.262 0.819 0.00
C 0.118 -0.015 0.035 0.00
C -0.197 -0.463 -1.386 0.00
O 0.613 -1.578 -1.544 0.00
C 0.532 -2.347 -0.298 0.00
H -0.411 -1.524 1.549 0.00
H 1.312 -1.223 1.340 0.00
H 1.024 0.590 -0.002 0.00
H -0.749 0.537 0.397 0.00
H 0.062 0.348 -2.067 0.00
H -1.223 -0.789 -1.557 0.00
H 1.481 -2.860 -0.139 0.00
H -0.285 -3.064 -0.231 0.00
C 0.118 4.073 2.431 0.00
C 0.060 4.012 0.940 0.00
C 0.312 5.485 0.494 0.01
O -0.270 6.224 1.585 0.00
C -0.422 5.441 2.766 0.00
H 1.137 3.917 2.785 0.00
H -0.353 3.294 3.030 0.00
H -0.963 3.833 0.610 0.00
H 0.782 3.312 0.520 0.00
H -0.051 5.644 -0.521 0.00
H 1.386 5.648 0.396 0.00
H -1.483 5.373 3.007 0.00
H 0.082 5.935 3.597 0.00
C 4.836 -3.436 -1.541 0.00
C 4.772 -3.303 -0.033 0.00
C 4.869 -1.758 0.077 0.00
O 4.542 -1.193 -1.180 0.00
C 4.078 -2.232 -2.026 0.00
H 4.476 -4.437 -1.781 0.00
H 5.851 -3.304 -1.916 0.00
H 5.617 -3.796 0.446 0.00
H 3.808 -3.728 0.247 0.00
H 5.873 -1.584 0.464 0.00
H 4.089 -1.477 0.784 0.00
H 4.295 -2.020 -3.072 0.00
H 3.006 -2.369 -1.878 0.00
C 1.306 -6.755 0.875 0.00
C 1.911 -6.251 -0.395 0.00
C 1.517 -7.329 -1.316 0.00
O 0.158 -7.563 -0.960 0.00
C -0.050 -7.294 0.437 0.00
H 1.278 -5.973 1.633 0.00
H 1.864 -7.586 1.307 0.00
H 2.993 -6.144 -0.315 0.00
H 1.529 -5.295 -0.753 0.00
H 2.072 -8.256 -1.170 0.00
H 1.573 -6.993 -2.351 0.00
H -0.203 -8.242 0.953 0.00
H -0.886 -6.645 0.702 0.00
C -4.284 -0.812 0.468 0.00
C -4.884 0.337 1.259 0.00
C -3.809 0.681 2.276 0.00
O -3.207 -0.616 2.509 0.00
C -3.554 -1.582 1.521 0.00
H -3.599 -0.430 -0.289 0.00
H -4.954 -1.416 -0.145 0.00
H -5.757 -0.033 1.797 0.00
H -5.199 1.213 0.692 0.00
H -4.308 1.071 3.163 0.00
H -3.031 1.351 1.911 0.00
H -4.237 -2.234 2.065 0.00
H -2.711 -2.118 1.086 0.00
```

Computed properties:
- E_tot: -63236.392 eV
- 2S+1: 2
- HOMO-LUMO gap (alpha / beta): 8.165 / 1.867 eV
- Expectation value of S²: 0.75
- Charge: +1
- LUMO (alpha / beta): -2.8 / -9.1 eV
- ΔE to the lowest compared entry with this formula, charge and spin: 0.0 kcal/mol

Record 2
Density functional theory data (ωB97M-V with the def2-TZVPD basis set) for a 14-piece molecular cluster, C40H80O38S8 overall at a distorted geometry.

```
166
Properties=species:S:1:pos:R:3:mulliken_charge:R:1
C 4.392 -0.597 -3.162 0.16
C 5.192 0.029 -4.290 -0.77
C 4.045 0.648 -5.152 -0.49
O 2.895 -0.012 -4.701 -0.20
C 2.939 -0.248 -3.277 1.18
H 4.642 -0.190 -2.182 -0.34
H 4.477 -1.683 -3.200 0.31
H 5.580 -0.819 -4.854 0.23
H 5.990 0.728 -4.040 0.41
H 4.187 0.515 -6.224 0.34
H 3.832 1.695 -4.935 0.22
H 2.357 -1.110 -2.950 -0.06
H 2.498 0.564 -2.699 -0.85
C -1.555 -0.649 -0.587 0.56
C -0.174 -1.161 -0.712 0.05
C 0.606 -0.029 -0.026 0.13
O -0.163 1.200 -0.088 0.61
C -1.360 0.938 -0.761 1.16
H -1.953 -0.858 0.406 -0.57
H -2.312 -1.037 -1.268 0.22
H -0.046 -1.262 -1.790 -0.32
H 0.088 -2.097 -0.218 0.41
H 1.638 0.103 -0.353 -0.13
H 0.652 -0.273 1.035 -0.32
H -1.267 1.112 -1.833 -0.35
H -2.144 1.543 -0.306 -1.53
C -3.438 -6.643 1.792 -0.91
C -2.354 -5.754 1.198 -0.06
C -3.097 -4.450 1.131 0.27
O -4.383 -4.791 0.643 -0.34
C -4.664 -6.140 1.022 -0.45
H -3.690 -6.518 2.846 0.29
H -3.227 -7.706 1.676 0.39
H -2.105 -6.129 0.205 0.14
H -1.397 -5.744 1.719 0.25
H -2.579 -3.624 0.643 -0.16
H -3.161 -4.154 2.178 0.22
H -4.892 -6.703 0.117 0.30
H -5.499 -6.156 1.722 0.22
C -5.247 -0.976 1.146 1.74
C -6.192 -0.224 0.395 -0.57
C -7.560 -0.990 0.526 -0.66
O -7.392 -1.653 1.767 -0.52
C -5.992 -2.015 1.896 -0.38
H -4.843 -0.327 1.923 -0.98
H -4.335 -1.305 0.650 -0.30
H -5.879 -0.060 -0.636 0.41
H -6.367 0.714 0.920 0.17
H -7.702 -1.790 -0.201 0.26
H -8.509 -0.464 0.427 0.37
H -5.788 -3.022 1.532 0.14
H -5.740 -1.951 2.954 0.31
C 1.592 4.418 -2.921 0.05
C 0.996 3.003 -2.873 1.74
C -0.370 3.230 -3.500 0.21
O -0.407 4.439 -4.222 -0.56
C 0.516 5.284 -3.494 -0.62
H 2.472 4.492 -3.559 0.30
H 1.915 4.784 -1.946 -0.25
H 1.034 2.501 -1.906 -0.55
H 1.692 2.405 -3.461 -0.86
H -1.095 3.399 -2.704 0.18
H -0.759 2.465 -4.172 -0.25
H -0.051 5.906 -2.800 0.17
H 0.916 6.036 -4.174 0.35
C 3.891 -3.870 1.032 -0.53
C 5.191 -3.687 0.369 -0.84
C 5.521 -2.196 0.469 -0.48
O 4.281 -1.627 0.702 0.07
C 3.415 -2.488 1.446 0.51
H 3.914 -4.720 1.714 0.45
H 3.193 -4.290 0.308 0.25
H 5.036 -3.985 -0.668 0.22
H 5.961 -4.353 0.760 0.30
H 5.883 -1.746 -0.455 0.34
H 6.292 -2.072 1.230 0.26
H 2.357 -2.381 1.209 -0.61
H 3.491 -2.344 2.524 0.08
C 6.178 4.468 0.721 -0.27
C 6.764 3.075 0.651 -0.60
O 5.765 2.154 0.156 -0.31
S 4.419 2.935 -0.410 1.00
O 3.241 2.177 0.002 0.11
O 4.526 3.373 -1.790 -0.66
O 4.794 4.274 0.543 -0.50
H 6.560 5.141 -0.048 0.31
H 6.414 4.931 1.679 0.35
H 6.973 2.683 1.646 0.28
H 7.722 2.932 0.151 0.34
C -3.784 -3.449 -2.763 -0.20
C -4.204 -4.111 -4.086 -0.22
O -2.992 -4.741 -4.591 -0.35
S -1.828 -4.771 -3.415 1.11
O -0.495 -4.499 -3.895 -0.57
O -2.024 -5.956 -2.532 -0.57
O -2.405 -3.431 -2.722 -0.01
H -4.102 -3.998 -1.877 -0.10
H -4.065 -2.432 -2.490 0.37
H -4.440 -3.242 -4.700 0.26
H -5.035 -4.815 -4.131 0.31
C 0.137 -1.890 -5.906 0.19
C 0.178 -0.711 -6.859 -0.18
O -0.950 0.135 -6.654 -0.37
S -1.913 -0.344 -5.458 0.90
O -3.287 -0.392 -5.916 -0.64
O -1.629 0.202 -4.145 -0.30
O -1.207 -1.880 -5.511 -0.28
H 0.824 -1.852 -5.061 -0.24
H 0.380 -2.842 -6.379 0.43
H 0.126 -1.038 -7.897 0.28
H 1.057 -0.079 -6.735 0.10
C -3.870 3.521 0.938 0.20
C -4.786 4.551 0.263 -0.53
O -4.273 5.805 0.595 -0.35
S -2.637 5.728 0.673 1.34
O -2.170 6.343 1.916 -0.61
O -2.017 6.089 -0.624 -0.57
O -2.589 4.090 0.777 -0.22
H -3.954 2.509 0.541 0.02
H -4.138 3.441 1.992 -0.03
H -5.802 4.509 0.656 0.38
H -4.830 4.360 -0.809 0.34
C -1.493 2.351 4.380 -0.21
C -1.523 1.297 3.232 0.67
O -2.871 0.981 3.215 0.17
S -3.718 1.256 4.597 1.11
O -4.142 -0.033 5.189 -0.57
O -4.736 2.308 4.375 -0.62
O -2.410 1.924 5.359 -0.50
H -1.824 3.308 3.977 0.40
H -0.493 2.484 4.793 0.24
H -0.840 0.455 3.347 -0.02
H -1.421 1.835 2.289 -0.51
C 0.263 -4.645 5.021 -0.46
C 1.548 -4.039 4.532 -0.36
O 1.135 -2.987 3.698 0.12
S -0.224 -3.389 2.864 0.57
O 0.160 -3.877 1.554 -0.49
O -1.254 -2.330 3.008 -0.34
O -0.520 -4.697 3.874 -0.32
H -0.272 -3.930 5.647 0.30
H 0.324 -5.622 5.502 0.33
H 2.125 -4.703 3.889 0.17
H 2.225 -3.591 5.260 0.38
C 4.160 2.203 3.414 0.50
C 3.207 1.107 2.662 0.87
O 3.124 0.136 3.623 -0.33
S 2.880 0.743 5.110 0.99
O 3.207 -0.179 6.218 -0.62
O 1.517 1.359 5.193 -0.43
O 3.987 1.903 4.795 -0.43
H 3.791 3.221 3.280 -0.06
H 5.198 2.113 3.093 -0.03
H 3.676 0.727 1.755 -0.21
H 2.252 1.602 2.488 -0.29
C 1.603 5.683 0.922 0.14
C 1.166 4.325 1.265 1.86
O 1.592 4.033 2.553 -0.29
S 1.721 5.423 3.467 1.14
O 3.140 5.711 3.870 -0.61
O 0.716 5.520 4.562 -0.58
O 1.347 6.354 2.150 -0.46
H 1.026 6.159 0.129 0.35
H 2.641 5.646 0.593 0.10
H 1.419 3.519 0.576 -0.95
H 0.076 4.306 1.257 -0.77
```

Computed properties:
- E_tot: -207248.889 eV
- HOMO-LUMO gap: 9.093 eV
- LUMO: -0.1 eV

Record 3
Density functional theory data (ωB97M-V with the def2-TZVPD basis set) for a 8-piece molecular cluster, C40H84BF2N11O4S2 overall at a distorted geometry.

```
144
Properties=species:S:1:pos:R:3:mulliken_charge:R:1
B -0.571 -0.154 0.325 3.20
H -0.282 -0.179 -0.714 -1.27
H -0.734 -1.188 0.589 -0.35
H 0.216 0.343 0.871 -0.74
H -1.467 0.442 0.409 -0.91
C -4.923 -1.245 2.300 -1.55
C -3.742 -1.397 1.288 0.53
N -3.941 -2.182 0.040 0.71
C -4.807 -3.204 -0.095 -0.09
C -4.791 -3.717 -1.465 -0.96
N -3.878 -2.956 -2.238 0.43
C -3.359 -2.074 -1.218 -1.16
C -3.464 -3.182 -3.594 -0.55
H -4.507 -0.832 3.219 0.33
H -5.480 -2.133 2.599 0.50
H -5.580 -0.489 1.871 0.44
H -2.880 -1.745 1.858 -0.19
H -3.530 -0.382 0.952 -0.03
H -5.362 -3.387 0.813 0.53
H -5.279 -4.520 -1.998 0.46
H -2.489 -1.441 -1.313 0.64
H -4.016 -2.511 -4.252 0.31
H -3.803 -4.161 -3.934 0.33
H -2.378 -3.126 -3.667 0.08
C 5.135 1.215 -5.269 -1.16
C 4.024 2.269 -4.824 -0.25
N 2.905 1.558 -4.236 0.42
C 2.943 0.799 -3.067 -1.43
C 1.708 0.554 -2.635 0.38
N 0.828 1.068 -3.584 0.64
C 1.577 1.668 -4.634 -0.25
C -0.557 0.778 -3.699 -0.73
H 5.411 0.726 -4.335 0.32
H 6.009 1.719 -5.682 0.40
H 4.996 0.454 -6.036 0.33
H 3.827 2.820 -5.744 0.41
H 4.349 2.851 -3.962 0.19
H 3.846 0.498 -2.557 0.43
H 1.259 0.014 -1.814 0.02
H 1.146 2.233 -5.447 0.42
H -0.920 0.942 -2.685 0.12
H -0.636 -0.297 -3.864 0.15
H -1.192 1.310 -4.407 0.41
C -1.773 -2.240 4.265 -1.35
C -0.873 -1.018 4.067 0.42
N 0.540 -1.395 4.114 0.55
C 1.238 -1.589 2.950 -0.18
C 2.461 -2.139 3.347 -1.31
N 2.570 -1.990 4.731 0.11
C 1.309 -1.591 5.212 -0.09
C 3.700 -2.432 5.579 -0.82
H -2.834 -2.067 4.083 0.33
H -1.594 -2.616 5.272 0.43
H -1.476 -3.009 3.552 0.37
H -0.923 -0.161 4.739 0.24
H -1.042 -0.572 3.087 -0.42
H 0.791 -1.453 1.976 0.83
H 3.294 -2.547 2.794 0.48
H 0.988 -1.550 6.243 0.49
H 3.445 -2.267 6.626 0.32
H 4.548 -1.809 5.294 0.35
H 3.966 -3.489 5.587 0.35
C 5.118 2.832 0.236 -1.66
C 3.731 2.218 0.151 0.20
N 2.896 3.151 -0.449 0.64
C 3.139 4.204 -1.321 -0.19
C 1.873 4.726 -1.767 -1.07
N 0.915 3.759 -1.304 0.70
C 1.520 2.954 -0.421 -1.07
C -0.574 3.878 -1.400 -0.95
H 5.164 3.789 0.755 0.43
H 5.693 2.997 -0.675 0.44
H 5.550 2.176 0.992 0.43
H 3.247 1.887 1.070 0.34
H 3.733 1.365 -0.527 0.00
H 4.151 4.521 -1.526 0.61
H 1.689 5.555 -2.433 0.53
H 1.015 2.148 0.089 0.24
H -0.919 3.597 -2.395 0.42
H -0.832 4.919 -1.206 0.44
H -1.085 3.265 -0.657 -0.02
C -4.269 6.324 2.297 -1.75
C -3.498 5.045 2.377 0.72
C -2.635 5.165 3.693 -0.92
N -1.832 3.880 4.063 0.45
C -2.929 2.858 4.439 -1.14
C -0.863 3.316 2.946 -0.25
C 0.433 2.927 3.584 0.08
C 0.178 2.941 5.079 -0.78
C -0.855 4.025 5.243 -0.65
H -5.017 6.519 3.066 0.40
H -4.804 6.333 1.348 0.40
H -3.579 7.167 2.337 0.42
H -2.964 5.011 1.427 0.01
H -4.271 4.277 2.409 0.09
H -3.310 5.245 4.545 0.37
H -1.957 6.011 3.587 0.46
H -2.427 1.994 4.874 0.30
H -3.474 2.430 3.598 0.43
H -3.597 3.120 5.259 0.40
H -1.234 2.464 2.376 0.05
H -0.842 4.128 2.218 0.16
H 0.743 1.933 3.262 -0.19
H 1.164 3.709 3.378 0.44
H -0.145 1.979 5.477 0.20
H 1.078 3.335 5.551 0.44
H -1.346 4.034 6.216 0.40
H -0.405 5.008 5.106 0.43
C 4.190 -8.365 -2.449 -1.41
C 3.836 -7.057 -1.762 -0.14
C 2.714 -6.455 -2.564 -1.02
N 2.446 -4.929 -2.438 0.16
C 3.708 -4.087 -2.785 -1.03
C 1.764 -4.561 -1.061 -0.71
C 0.814 -3.387 -1.431 0.35
C 0.361 -3.648 -2.869 0.28
C 1.423 -4.498 -3.589 -0.85
H 4.860 -9.029 -1.902 0.38
H 4.745 -8.374 -3.387 0.39
H 3.300 -8.923 -2.744 0.38
H 4.702 -6.402 -1.665 0.24
H 3.432 -7.146 -0.753 0.34
H 1.779 -6.970 -2.345 0.57
H 2.997 -6.430 -3.616 0.46
H 3.864 -4.520 -3.773 0.34
H 4.457 -4.282 -2.017 0.38
H 3.420 -3.039 -2.867 0.42
H 2.612 -4.219 -0.467 0.39
H 1.356 -5.535 -0.795 0.44
H 1.238 -2.383 -1.441 -0.36
H 0.029 -3.249 -0.688 0.24
H 0.237 -2.719 -3.426 -0.04
H -0.597 -4.152 -3.002 0.22
H 1.935 -4.104 -4.467 0.28
H 0.947 -5.450 -3.825 0.27
N -5.907 2.740 -2.258 -0.38
S -5.088 3.042 -3.433 1.00
O -4.173 1.986 -3.911 -0.57
O -4.546 4.406 -3.607 -0.61
F -6.326 3.121 -4.514 -0.30
S -4.608 2.884 -1.136 1.09
O -4.099 4.209 -0.903 -0.56
O -3.703 1.723 -1.031 -0.38
F -5.433 2.855 0.271 -0.33
```

Computed properties:
- E_tot: -95160.991 eV
- HOMO-LUMO gap: 6.949 eV
- Charge: +4
- LUMO: -8.5 eV
- ΔE to the lowest compared entry with this formula, charge and spin: 0.0 kcal/mol